Density functional theory data (ωB97M-V/def2-TZVPD) for C24H25N7O3Se2Ti as an isolated structure.

Structure (XYZ):
```
62
Properties=species:S:1:pos:R:3:forces:R:3:mulliken_spin:R:1
Ti -0.304 -1.004 -0.436 -0.10 0.10 0.06 0.594
C -2.179 2.957 3.957 -0.02 0.01 -0.01 0.000
Se -1.721 2.089 2.279 0.03 -0.01 0.01 0.009
C -3.504 2.176 1.495 0.00 -0.02 0.01 -0.001
C -4.435 1.060 1.941 0.00 0.00 -0.02 0.001
Se -3.985 -0.695 1.222 -0.01 0.01 0.01 0.017
C -4.551 -0.355 -0.604 0.01 0.00 0.00 -0.001
H -2.513 3.975 3.772 0.00 0.00 0.00 0.000
H -1.277 2.981 4.565 0.00 0.00 -0.01 0.000
H -2.946 2.395 4.484 0.00 0.00 0.00 0.000
H -3.371 2.169 0.415 0.01 0.00 -0.01 0.000
H -3.911 3.153 1.762 0.00 0.00 0.00 0.001
H -5.461 1.277 1.639 0.00 0.00 0.00 0.000
H -4.428 0.951 3.026 0.00 -0.01 0.00 0.000
H -5.603 -0.083 -0.623 0.00 0.00 0.00 0.000
H -4.397 -1.279 -1.156 0.00 0.00 0.00 0.000
H -3.943 0.426 -1.056 0.00 0.00 0.00 0.000
C 2.162 0.238 1.286 -0.01 0.00 0.03 0.033
N 1.691 -0.357 0.018 0.01 -0.05 -0.03 -0.038
C 2.497 -0.333 -1.005 -0.03 0.00 -0.02 0.016
C 2.009 -0.779 -2.246 -0.01 0.00 0.01 -0.007
C 2.558 -0.954 -3.518 0.01 0.00 0.00 0.002
C 1.517 -1.412 -4.327 0.00 0.00 0.00 0.005
C 0.380 -1.489 -3.517 0.00 0.00 0.00 0.004
N 0.670 -1.106 -2.264 -0.01 -0.01 -0.07 -0.007
C 2.782 1.598 1.088 0.02 0.01 -0.01 -0.022
C 4.151 1.788 1.220 0.00 0.01 0.00 -0.001
C 4.713 3.037 0.981 0.00 0.00 0.00 0.000
C 3.907 4.098 0.602 0.00 0.00 -0.01 0.000
C 2.534 3.917 0.471 0.00 0.01 0.00 0.001
C 1.978 2.674 0.719 -0.01 -0.01 -0.01 0.004
H 2.878 -0.438 1.766 -0.01 0.00 0.00 0.003
H 1.301 0.321 1.947 -0.01 0.00 0.00 -0.008
H 3.510 0.054 -0.907 0.00 0.00 -0.01 0.001
H 3.580 -0.765 -3.806 0.00 0.00 0.00 0.000
H 1.564 -1.648 -5.377 0.00 0.00 0.00 0.000
H -0.622 -1.786 -3.789 0.00 0.00 0.00 0.000
H 4.784 0.958 1.515 0.00 0.00 0.00 0.000
H 5.782 3.176 1.088 0.00 0.00 0.00 0.000
H 4.344 5.069 0.408 0.00 0.00 0.00 0.000
H 1.894 4.737 0.171 -0.02 0.01 0.01 0.000
H 0.906 2.536 0.630 0.01 0.01 0.01 0.001
O -2.754 -3.866 -1.890 -0.01 0.00 0.00 0.012
C -1.838 -3.261 -1.395 0.04 -0.02 -0.01 -0.006
O -1.767 -1.963 -1.228 0.04 -0.04 0.05 0.040
C -0.600 -3.967 -0.887 -0.01 0.02 0.00 0.009
C -0.441 -5.336 -0.970 0.00 -0.01 0.00 -0.001
C 0.731 -5.890 -0.482 0.00 0.00 0.00 0.005
C 1.694 -5.056 0.067 0.00 -0.01 -0.01 -0.003
C 1.454 -3.695 0.112 0.00 0.01 0.00 0.018
N 0.326 -3.164 -0.357 0.03 0.04 0.00 -0.036
H -1.233 -5.925 -1.411 0.00 0.00 0.00 0.000
H 0.894 -6.958 -0.529 0.00 0.00 0.00 0.000
H 2.622 -5.450 0.457 0.00 0.00 0.00 0.000
H 2.174 -3.002 0.528 0.00 0.00 0.00 -0.001
O -0.470 -1.634 2.538 -0.01 0.00 0.02 0.640
N -0.595 -1.262 1.440 -0.01 -0.02 0.07 0.717
N -0.543 5.185 -0.986 0.04 0.00 -0.03 0.004
C -0.950 4.152 -1.302 -0.04 0.00 0.04 -0.001
N -1.467 2.998 -1.714 0.03 0.02 -0.01 0.008
C -1.184 1.908 -1.162 0.05 0.08 0.14 0.020
N -0.996 0.858 -0.661 -0.03 -0.15 -0.25 -0.032
```
Forces are in eV/Å.

Calculated values
- Largest force on an atom: 0.3 eV/A
- Energy above the lowest of the compared OMol25 structures with the same formula, charge and spin: 0.0000 eV
- 2S+1: 3

Density functional theory data (ωB97M-V/def2-TZVPD) for a 2-piece molecular cluster, C6H10O overall.

Structure (XYZ):
```
17
Properties=species:S:1:pos:R:3:forces:R:3:lowdin_charge:R:1
O -0.936 -2.252 0.088 0.09 -0.01 -0.12 -0.055
C -1.154 0.796 -0.419 0.09 0.11 -0.14 -0.118
C -0.627 0.897 0.992 -0.02 0.01 -0.01 -0.174
C 0.773 0.273 1.224 0.02 0.00 0.01 -0.184
C 1.515 -0.117 -0.032 0.03 0.07 -0.10 -0.122
C 1.014 0.049 -1.260 0.03 -0.10 0.08 -0.112
C -0.376 0.497 -1.463 -0.15 0.01 0.15 -0.121
H -1.424 -1.801 -0.612 -0.03 -0.08 0.14 0.029
H -2.210 1.024 -0.563 0.24 0.06 -0.02 0.107
H -1.352 0.458 1.686 0.09 0.04 -0.13 0.109
H -0.593 1.967 1.238 -0.02 -0.13 -0.03 0.111
H 0.699 -0.603 1.881 -0.01 0.10 -0.11 0.108
H 1.398 0.991 1.770 -0.07 -0.14 -0.04 0.109
H 2.500 -0.568 0.100 -0.15 0.21 -0.05 0.106
H -0.048 -1.882 -0.022 -0.11 -0.16 0.02 0.005
H 1.598 -0.232 -2.134 -0.09 0.04 0.17 0.101
H -0.777 0.504 -2.475 0.06 -0.03 0.19 0.100
```
Forces are in eV/Å.

Calculated values
- Structure (SMILES): C1=CCCC=C1.O
- Largest force on an atom: 0.3 eV/A
- Energy above the lowest of the compared OMol25 structures with the same formula, charge and spin: 0.5647 eV